The following is a DFT calculation (ωB97M-V/def2-TZVPD) of a structure of composition C21H23NaO3STe.

Values from the calculation:
net charge: -2
Kohn-Sham gap: 4.85 eV
LUMO level: 4.14 eV

Geometry as XYZ:
```
50
Properties=species:S:1:pos:R:3:forces:R:3:nbo_charge:R:1
Na -0.0081 2.7124 0.1976 -1.143 -0.440 -0.120 0.90
C -0.9548 2.6412 2.5226 -0.317 -0.140 -0.037 -0.39
C -1.7864 3.4492 1.7107 -0.263 -0.237 0.256 -0.41
C -2.5012 2.5973 0.8316 -0.028 -0.087 0.366 -0.39
C -2.1121 1.2664 1.0975 0.021 0.218 0.254 -0.37
C -1.1551 1.2922 2.1408 -0.228 0.264 -0.019 -0.39
H -0.2771 2.9931 3.2870 0.056 0.026 -0.015 0.20
H -1.8772 4.5255 1.7705 0.041 0.032 -0.031 0.19
H -3.2448 2.9069 0.1102 0.065 0.013 -0.100 0.19
H -2.4922 0.3819 0.6047 0.087 0.012 -0.074 0.20
H -0.6959 0.4294 2.6050 0.095 -0.020 -0.069 0.19
C -3.0657 -4.7855 -2.7028 0.025 0.007 -0.003 -0.61
C -2.4917 -3.3907 -2.6796 0.039 -0.037 -0.025 -0.07
C -1.1377 -3.1583 -2.8746 0.016 0.041 0.007 -0.23
C -0.5951 -1.8736 -2.8747 -0.057 0.031 -0.021 -0.06
C 0.8895 -1.7349 -3.0823 -0.035 0.001 0.017 -0.63
C -1.4230 -0.7426 -2.6866 -0.183 -0.196 0.003 -0.24
Te -0.6231 1.2206 -2.8476 0.144 -0.049 -0.074 -0.49
C -2.7936 -0.9852 -2.4365 0.056 0.024 0.025 0.07
C -3.7735 0.1217 -2.1254 0.004 -0.044 -0.030 -0.67
C -3.2956 -2.2861 -2.4515 -0.025 0.092 0.056 -0.26
H -2.2898 -5.5210 -2.9275 -0.014 0.013 0.006 0.20
H -3.8477 -4.8843 -3.4617 0.008 -0.001 0.009 0.20
H -3.5123 -5.0572 -1.7418 0.007 0.014 -0.002 0.20
H -0.4753 -4.0057 -3.0340 0.021 -0.008 -0.003 0.18
H 1.3626 -2.7195 -3.1504 -0.014 0.024 -0.007 0.18
H 1.3414 -1.1737 -2.2613 -0.004 0.010 -0.014 0.23
H 1.1111 -1.1604 -3.9843 -0.020 0.005 0.009 0.23
H -3.2689 1.0805 -2.0415 0.021 0.013 0.023 0.26
H -4.2857 -0.0847 -1.1811 -0.004 0.005 -0.025 0.20
H -4.5363 0.2048 -2.9074 0.038 -0.013 -0.011 0.19
H -4.3586 -2.4353 -2.2658 0.013 0.023 0.000 0.18
C 3.7761 -1.4182 3.7752 -0.016 0.034 -0.020 -0.62
C 3.5162 -0.1931 2.9340 -0.011 -0.071 0.017 -0.05
C 2.7582 -0.2681 1.7757 -0.018 0.025 -0.051 -0.21
C 2.5076 0.8653 1.0054 0.065 -0.021 -0.013 -0.22
C 3.0136 2.0916 1.4021 0.002 -0.081 0.101 -0.24
C 3.7866 2.1799 2.5571 -0.028 -0.039 -0.034 -0.21
C 4.0341 1.0465 3.3104 0.040 0.056 0.019 -0.22
S 2.6210 3.5864 0.5032 0.396 0.173 0.036 2.39
O 1.8394 4.3797 1.4430 0.063 -0.035 -0.042 -1.01
O 3.9008 4.1633 0.1384 0.062 0.039 -0.019 -1.01
O 1.8160 3.1146 -0.6241 1.045 0.311 -0.382 -1.05
H 3.1574 -2.2542 3.4466 0.014 0.013 0.002 0.21
H 3.5508 -1.2256 4.8267 0.005 -0.009 -0.007 0.21
H 4.8223 -1.7313 3.7157 -0.006 0.010 -0.005 0.20
H 2.3391 -1.2210 1.4694 0.002 0.025 -0.004 0.20
H 1.9258 0.7949 0.0917 0.005 -0.005 0.059 0.25
H 4.1783 3.1456 2.8544 -0.022 -0.030 0.006 0.22
H 4.6312 1.1194 4.2154 -0.018 0.013 -0.013 0.19
```
Positions in Å, forces in eV/Å.

=====

The following is a DFT calculation (ωB97M-V/def2-TZVPD) of a cluster of 2 separate species, CH4INO2 in total.

Values from the calculation:
SMILES: [NH3+][O-].O=CI
Kohn-Sham gap: 8.46 eV
LUMO level: 0.07 eV
relative energy (zero: lowest compared OMol25 entry of this formula, charge and spin): 118.3 kJ/mol

Geometry as XYZ:
```
9
Properties=species:S:1:pos:R:3:forces:R:3:nbo_charge:R:1
N -1.7371 0.3717 0.9513 -0.926 2.383 0.524 -0.36
O -0.4418 0.6507 0.9577 2.499 0.893 -0.745 -0.75
H -1.7987 -0.5985 1.1314 -1.190 -1.400 0.613 0.38
H -2.0755 1.0371 1.6612 -0.921 -1.184 0.403 0.39
H -2.3266 0.6346 0.1366 0.623 -0.389 -0.492 0.34
O 3.3516 -1.0462 -1.3219 -0.261 -0.391 0.074 -0.48
C 2.3396 -0.4539 -1.1664 0.824 -0.386 -0.315 0.29
I 0.3974 -1.1808 -1.3745 -0.589 -0.936 -0.519 0.04
H 2.2912 0.5854 -0.9754 -0.060 1.411 0.457 0.15
```
Positions in Å, forces in eV/Å.

=====

The following is a DFT calculation (ωB97M-V/def2-TZVPD) of a cluster of 9 separate species, C27H72INO10P in total.

Values from the calculation:
net charge: +1
Kohn-Sham gap: 8.48 eV
LUMO level: -2.97 eV

Geometry as XYZ:
```
112
Properties=species:S:1:pos:R:3:forces:R:3:lowdin_charge:R:1
O 5.1824 2.1419 -1.6112 -0.180 0.088 -0.136 -0.38
P 4.5987 3.4986 -0.9459 0.097 0.029 -0.023 0.56
I 5.6182 5.1347 -2.4318 0.046 0.061 -0.004 0.52
C 2.9399 3.5410 -1.8331 -0.113 -0.131 -0.198 -0.57
N 2.2103 4.8544 -1.6332 0.089 0.056 0.142 0.08
C 0.7479 4.4961 -1.4749 0.121 0.066 0.142 -0.04
C 0.8012 3.0402 -1.0103 -0.318 -0.144 -0.229 -0.15
O 2.1546 2.6042 -1.1911 0.099 0.091 0.151 -0.14
H 5.1048 1.3654 -1.0412 0.060 -0.111 0.152 0.06
H 3.0210 3.3714 -2.9133 -0.006 0.022 0.006 0.13
H 2.3975 5.4941 -2.4054 -0.011 -0.019 -0.012 0.15
H 2.5525 5.3130 -0.7846 -0.017 -0.021 0.007 0.16
H 0.3072 5.1685 -0.7457 -0.100 -0.044 -0.050 0.13
H 0.2511 4.6158 -2.4329 0.077 0.007 -0.021 0.14
H 0.5192 2.9110 0.0320 0.143 0.047 -0.001 0.12
H 0.1336 2.4269 -1.6090 0.053 0.037 -0.027 0.12
C -0.8525 -1.2809 0.1604 -0.067 -0.049 0.117 -0.04
C -0.2410 0.0971 0.3088 -0.024 0.111 -0.131 -0.49
C 1.2693 0.0703 0.4460 -0.060 -0.006 0.127 -0.05
O -0.8484 0.8180 1.3892 0.025 0.125 -0.021 -0.06
H -0.6367 -1.8834 1.0466 -0.006 -0.017 -0.015 0.09
H -1.9348 -1.1991 0.0659 0.002 -0.037 -0.023 0.06
H -0.4589 -1.8058 -0.7110 0.049 0.048 -0.010 0.09
H -0.5108 0.7026 -0.5616 -0.011 -0.142 -0.042 0.10
H 1.5853 -0.5171 1.3097 -0.063 -0.035 -0.004 0.09
H 1.6471 1.0842 0.5693 0.098 -0.094 0.059 0.06
H 1.7427 -0.3788 -0.4275 -0.008 0.011 -0.003 0.08
H -0.7100 0.3219 2.2049 -0.050 -0.023 -0.002 0.10
C -5.7161 -2.4088 2.5958 0.023 -0.026 0.006 -0.06
C -4.4800 -1.5309 2.5760 0.010 0.055 0.035 -0.49
C -4.4578 -0.5912 1.3803 0.001 -0.027 0.027 -0.07
O -3.2860 -2.3177 2.6259 0.059 0.056 -0.042 -0.06
H -5.7525 -3.0377 1.7008 -0.011 0.006 -0.002 0.09
H -5.7042 -3.0576 3.4713 0.011 0.000 -0.001 0.08
H -6.6317 -1.8182 2.6164 -0.007 -0.008 -0.002 0.08
H -4.4400 -0.9383 3.4929 -0.028 -0.006 -0.003 0.14
H -4.4611 -1.1675 0.4492 0.000 0.017 -0.008 0.08
H -3.5628 0.0327 1.4043 -0.007 -0.023 0.016 0.05
H -5.3389 0.0528 1.3745 -0.003 0.005 0.006 0.09
H -3.2772 -2.8965 1.8552 -0.038 -0.024 0.020 0.08
C 3.9504 -3.7791 -1.0118 0.010 0.001 0.004 -0.05
C 4.3785 -2.3376 -0.8033 -0.056 0.014 -0.025 -0.50
C 5.8882 -2.1862 -0.8341 -0.014 -0.001 0.070 -0.05
O 3.8448 -1.8210 0.4228 0.050 0.023 -0.008 -0.07
H 4.3655 -4.4112 -0.2214 0.004 -0.011 -0.013 0.08
H 2.8641 -3.8669 -0.9889 0.000 0.000 0.011 0.08
H 4.3111 -4.1537 -1.9703 -0.007 0.001 -0.003 0.08
H 3.9315 -1.7160 -1.5819 0.021 -0.004 -0.001 0.11
H 6.3247 -2.7699 -0.0192 0.077 0.003 -0.031 0.06
H 6.1777 -1.1424 -0.6960 0.006 0.007 -0.010 0.07
H 6.2998 -2.5373 -1.7812 -0.016 0.004 -0.007 0.09
H 4.2084 -2.3468 1.1454 0.041 0.022 -0.006 0.09
C 8.6882 -5.0896 0.2903 -0.013 -0.016 0.012 -0.06
C 8.4962 -4.4888 1.6722 0.016 0.066 0.002 -0.50
C 9.0819 -5.3616 2.7674 -0.014 -0.010 -0.008 -0.06
O 7.1117 -4.2203 1.9219 -0.084 -0.016 -0.045 -0.07
H 8.1927 -6.0630 0.2303 0.005 0.002 -0.010 0.08
H 8.2661 -4.4392 -0.4755 -0.005 -0.006 -0.003 0.07
H 9.7465 -5.2412 0.0745 0.001 0.006 0.000 0.08
H 8.9634 -3.5020 1.7069 0.018 -0.017 -0.006 0.14
H 8.5974 -6.3422 2.7681 0.009 -0.001 0.007 0.08
H 8.9352 -4.9026 3.7442 -0.007 -0.005 0.002 0.08
H 10.1499 -5.5182 2.6114 0.001 0.006 0.002 0.08
H 6.6432 -5.0629 1.9152 0.021 -0.011 0.033 0.09
C 4.5895 0.8082 -5.0913 -0.052 0.019 -0.012 -0.06
C 4.5903 -0.7027 -5.2515 0.055 -0.094 -0.001 -0.49
C 3.8723 -1.1470 -6.5128 -0.009 0.004 0.002 -0.06
O 4.0315 -1.3411 -4.0985 -0.004 0.144 0.027 -0.06
H 3.5577 1.1730 -5.0279 0.011 0.010 -0.007 0.08
H 5.1211 1.1032 -4.1885 0.011 0.003 0.060 0.06
H 5.0622 1.2929 -5.9467 -0.005 -0.012 -0.006 0.08
H 5.6216 -1.0610 -5.2762 -0.003 0.019 -0.015 0.14
H 2.8265 -0.8255 -6.4861 0.003 -0.002 -0.010 0.08
H 3.8966 -2.2318 -6.6054 -0.007 0.001 0.003 0.08
H 4.3333 -0.7110 -7.3998 0.002 -0.003 -0.002 0.08
H 3.1045 -1.0814 -4.0433 -0.016 -0.065 -0.017 0.09
C -4.3152 3.6491 -0.3960 -0.006 -0.016 0.037 -0.04
C -3.1411 3.1539 -1.2145 0.070 0.039 -0.023 -0.46
C -3.1946 1.6582 -1.4677 -0.014 -0.010 0.018 -0.04
O -1.9008 3.5034 -0.5636 -0.048 -0.034 0.067 -0.08
H -4.3322 3.1525 0.5781 -0.015 0.001 -0.001 0.09
H -4.2440 4.7219 -0.2260 -0.028 -0.003 0.011 0.06
H -5.2606 3.4369 -0.8957 0.005 0.000 -0.013 0.09
H -3.1017 3.6884 -2.1670 -0.021 -0.002 0.007 0.14
H -3.1786 1.1140 -0.5192 0.009 0.030 -0.048 0.06
H -2.3441 1.3309 -2.0682 -0.001 0.003 -0.013 0.08
H -4.1096 1.3879 -1.9960 -0.002 0.002 -0.001 0.09
H -1.9094 3.0592 0.2965 0.046 -0.036 -0.002 0.09
C -2.4338 6.7380 2.2072 -0.017 -0.006 0.019 -0.06
C -3.7984 7.0813 1.6291 0.060 -0.025 -0.094 -0.52
C -4.1021 8.5669 1.7144 -0.044 -0.017 0.062 -0.06
O -4.8202 6.2992 2.2374 0.001 -0.023 0.010 -0.05
H -2.3909 7.0085 3.2657 0.008 -0.003 -0.002 0.08
H -2.2424 5.6683 2.1171 0.003 0.000 0.000 0.07
H -1.6430 7.2874 1.6920 -0.001 -0.001 -0.006 0.07
H -3.8250 6.7726 0.5805 0.024 0.048 -0.004 0.12
H -4.1056 8.8931 2.7582 0.001 0.012 -0.007 0.08
H -5.0793 8.7818 1.2842 -0.002 0.003 0.005 0.08
H -3.3499 9.1527 1.1841 0.001 -0.004 -0.006 0.08
H -4.8744 6.5341 3.1706 -0.010 0.017 -0.006 0.09
C -8.6494 -5.8322 1.8504 -0.015 0.013 -0.001 -0.06
C -8.5591 -4.7452 2.9080 0.027 0.014 -0.001 -0.51
C -9.4204 -5.0494 4.1215 -0.011 0.010 -0.014 -0.06
O -8.8907 -3.4691 2.3547 -0.004 -0.044 -0.005 -0.06
H -9.6797 -5.9290 1.4960 0.005 -0.012 -0.003 0.08
H -8.0139 -5.5916 0.9983 -0.007 0.002 -0.005 0.08
H -8.3432 -6.7983 2.2538 0.006 0.002 0.002 0.08
H -7.5190 -4.6352 3.2220 -0.007 -0.021 0.011 0.12
H -10.4715 -5.1244 3.8283 0.001 -0.007 0.011 0.08
H -9.3260 -4.2593 4.8656 -0.009 0.003 -0.002 0.08
H -9.1330 -5.9971 4.5789 0.007 0.001 0.001 0.08
H -9.8043 -3.5127 2.0505 0.000 0.039 -0.001 0.09
```
Positions in Å, forces in eV/Å.

=====

no.,HOMO level (eV),largest force on an atom (eV/A),molecular weight (g/mol)
1,-0.7,1.23,506.07
2,-8.4,2.76,188.95
3,-11.4,0.42,728.75